# 1
Entry from the OMol25 dataset: a structure of composition C5H17IN2Ni at a distorted geometry (ωB97M-V/def2-TZVPD).

Results
frontier orbital gap (spin up / spin down)	8.39 / 8.31	eV
LUMO (spin up / spin down)	0.43 / 0.19	eV
<S²>	2.007
E_HOMO (spin up / spin down)	-0.29253 / -0.29828	Eh
calculated total energy	-2116.1931	Eh

Structure (ORCA input):
```
! wB97M-V def2-TZVPD RIJCOSX def2/J DEFGRID3
* xyz 0 3
I -0.7051 2.5182 -0.2222
Ni 0.0079 0.1978 0.1833
N -0.7586 0.4105 2.1334
N 1.7537 0.6289 1.2453
C 0.7216 -1.2844 -0.7820
C -1.6931 0.2945 -3.0461
C 1.6581 0.2941 2.6783
C -1.2343 -1.1417 -3.2729
C 0.2853 0.5956 3.2026
H 0.2376 1.6313 3.5374
H -1.4879 0.8803 -3.9504
H 2.4389 0.8236 3.2274
H -1.4858 -0.2224 2.4641
H -1.3084 1.2735 2.0271
H -1.2021 0.8028 -2.2082
H -2.7708 0.3152 -2.8670
H 1.8543 -0.7686 2.7758
H -1.9816 -1.6424 -3.9100
H 2.6185 0.2736 0.8475
H 0.0954 -0.0541 4.0625
H 1.7873 1.6330 1.0846
H 0.7817 -0.8227 -1.7754
H 0.0653 -2.1657 -0.8185
H -0.2817 -1.1723 -3.8188
H -1.1223 -1.7324 -2.3539
H 1.7262 -1.5662 -0.4441
*
```

From a natural (NBO) analysis of the wavefunction, the atomic charges in e read: number 1, I, carries -0.723; number 2, Ni, carries 1.193; number 3, N, carries -0.894; number 4, N, carries -0.859; number 5, C, carries -1.232; number 6, C, carries -0.621; number 7, C, carries -0.234; number 8, C, carries -0.612; number 9, C, carries -0.240; number 10, H, carries 0.204; number 11, H, carries 0.202; number 12, H, carries 0.198; number 13, H, carries 0.386; number 14, H, carries 0.415; number 15, H, carries 0.210; number 16, H, carries 0.198; number 17, H, carries 0.201; number 18, H, carries 0.197; number 19, H, carries 0.392; number 20, H, carries 0.208; number 21, H, carries 0.398; number 22, H, carries 0.213; number 23, H, carries 0.205; number 24, H, carries 0.199; number 25, H, carries 0.208; number 26, H, carries 0.187

# 2
Entry from the OMol25 dataset: a structure of composition C5H17MnO2P at a distorted geometry (ωB97M-V/def2-TZVPD).

Results
frontier orbital gap (spin up / spin down)	4.63 / 6.51	eV
LUMO (spin up / spin down)	0.65 / 0.16	eV
<S²>	8.990
E_HOMO (spin up / spin down)	-0.14649 / -0.23336	Eh
calculated total energy	-1843.2682	Eh

Structure (ORCA input):
```
! wB97M-V def2-TZVPD RIJCOSX def2/J DEFGRID3
* xyz 0 6
Mn 0.1425 -0.1138 -0.7538
P -0.6341 2.2930 -0.2743
O 3.0541 0.6156 -0.7526
O 0.2449 -2.1492 -0.9352
C -0.9045 2.9024 1.4528
C 0.7603 3.3983 -0.6984
C 1.9175 0.4198 -0.6694
C -2.0677 2.8545 -1.1923
C -0.6747 -3.0864 -0.3481
H -1.1479 3.9691 1.3746
H -2.1687 3.9299 -1.0677
H -1.0308 0.9347 0.2757
H 1.5818 3.2785 0.0213
H 0.3529 -0.4242 2.5391
H -1.7433 2.3842 1.9357
H 0.4239 0.3163 2.4087
H -0.2742 1.3771 -1.5112
H -0.5065 -4.1113 -0.7068
H 0.9512 -2.5809 -1.4605
H -1.7100 -2.7625 -0.5193
H 1.1133 3.2093 -1.7202
H -2.9653 2.3545 -0.8305
H -1.9398 2.6204 -2.2514
H 0.0078 2.7678 2.0528
H -0.5665 -2.9463 0.7331
H 0.3531 4.4171 -0.6313
*
```

From a natural (NBO) analysis of the wavefunction, the atomic charges in e read: number 1, Mn, carries 0.673; number 2, P, carries 1.016; number 3, O, carries -0.508; number 4, O, carries -0.815; number 5, C, carries -0.980; number 6, C, carries -0.971; number 7, C, carries 0.150; number 8, C, carries -0.971; number 9, C, carries -0.277; number 10, H, carries 0.217; number 11, H, carries 0.232; number 12, H, carries -0.223; number 13, H, carries 0.245; number 14, H, carries 0.002; number 15, H, carries 0.234; number 16, H, carries -0.004; number 17, H, carries -0.308; number 18, H, carries 0.193; number 19, H, carries 0.507; number 20, H, carries 0.199; number 21, H, carries 0.242; number 22, H, carries 0.254; number 23, H, carries 0.256; number 24, H, carries 0.234; number 25, H, carries 0.186; number 26, H, carries 0.218

# 3
Entry from the OMol25 dataset: a cluster of 2 separate species, C5H17N2O in total at a distorted geometry (ωB97M-V/def2-TZVPD).

Results
frontier orbital gap	10.61	eV
LUMO	-2.86	eV
E_HOMO	-0.49504	Eh
calculated total energy	-385.2326	Eh

Structure (ORCA input):
```
! wB97M-V def2-TZVPD RIJCOSX def2/J DEFGRID3
* xyz 1 1
O 1.9009 3.0833 0.1282
N -1.3227 1.0731 -1.5657
N 0.9309 0.3949 0.8495
C -1.7941 -0.5359 0.1600
C -0.4915 -1.3236 -0.0421
C 0.5841 -1.0814 0.9844
C 1.8378 -1.8707 0.6925
C -2.2677 0.0010 -1.1790
H -2.2027 -0.8310 -1.8762
H 2.7720 3.2949 0.4776
H 2.6340 -1.7810 1.4349
H -2.5363 -1.2093 0.5841
H -0.6965 -2.3954 -0.0936
H 0.6183 1.0099 1.5993
H 0.5466 0.8297 -0.0075
H 1.6612 -2.9287 0.5712
H 1.4961 3.8992 -0.1943
H -1.3780 1.2540 -2.5728
H 1.9282 0.5806 0.7351
H 0.1990 -1.2386 1.9962
H 2.2726 -1.5242 -0.2472
H -1.6851 1.9332 -1.1640
H -0.0696 -1.2199 -1.0435
H -3.3041 0.3337 -1.1222
H -1.6335 0.2522 0.8949
*
```

From a natural (NBO) analysis of the wavefunction, the atomic charges in e read: number 1, O, carries -0.984; number 2, N, carries -0.873; number 3, N, carries -0.704; number 4, C, carries -0.409; number 5, C, carries -0.437; number 6, C, carries -0.038; number 7, C, carries -0.638; number 8, C, carries -0.220; number 9, H, carries 0.200; number 10, H, carries 0.490; number 11, H, carries 0.233; number 12, H, carries 0.234; number 13, H, carries 0.242; number 14, H, carries 0.443; number 15, H, carries 0.475; number 16, H, carries 0.255; number 17, H, carries 0.498; number 18, H, carries 0.381; number 19, H, carries 0.443; number 20, H, carries 0.225; number 21, H, carries 0.218; number 22, H, carries 0.362; number 23, H, carries 0.224; number 24, H, carries 0.199; number 25, H, carries 0.181

# 4
Entry from the OMol25 dataset: a cluster of 3 separate species, C5H17N2O2S in total at a distorted geometry (ωB97M-V/def2-TZVPD).

Results
frontier orbital gap	6.63	eV
LUMO	3.52	eV
E_HOMO	-0.11413	Eh
calculated total energy	-858.8526	Eh

Structure (ORCA input):
```
! wB97M-V def2-TZVPD RIJCOSX def2/J DEFGRID3
* xyz -1 1
S -0.3295 1.1489 1.8888
O 1.3970 -1.7930 2.7847
O -1.2220 -2.0561 1.1704
N 1.3495 0.9818 -1.4122
N -1.5818 -1.0398 -2.1082
C 1.2496 1.6342 1.0268
C -0.8630 -2.2791 -1.6208
C -1.1618 0.2721 -1.5462
C 1.1121 2.0748 -0.4503
C 0.2183 0.6950 -2.2986
H 0.1044 -1.9080 -1.2446
H -1.2877 -1.0292 -3.0764
H 0.4818 -0.0840 -3.0077
H 1.8477 -1.9884 1.9668
H -0.5587 -1.5527 1.6839
H 0.9562 -0.9395 2.5980
H -1.2824 0.1432 -0.4715
H 1.6439 2.4606 1.6409
H -1.9138 0.9937 -1.9272
H -1.9782 -1.6461 1.6261
H -0.0245 1.6572 -2.7229
H -0.4412 -2.8535 -2.4653
H 1.7012 0.0922 -1.0914
H 1.8617 0.7372 1.0717
H 0.1733 2.5916 -0.6523
H 1.9073 2.7962 -0.4994
H -1.5904 -2.7717 -1.0085
*
```

From a natural (NBO) analysis of the wavefunction, the atomic charges in e read: number 1, S, carries -0.744; number 2, O, carries -0.972; number 3, O, carries -0.970; number 4, N, carries -0.654; number 5, N, carries -0.635; number 6, C, carries -0.507; number 7, C, carries -0.418; number 8, C, carries -0.275; number 9, C, carries -0.236; number 10, C, carries -0.226; number 11, H, carries 0.171; number 12, H, carries 0.316; number 13, H, carries 0.176; number 14, H, carries 0.455; number 15, H, carries 0.490; number 16, H, carries 0.491; number 17, H, carries 0.264; number 18, H, carries 0.189; number 19, H, carries 0.169; number 20, H, carries 0.464; number 21, H, carries 0.177; number 22, H, carries 0.162; number 23, H, carries 0.353; number 24, H, carries 0.177; number 25, H, carries 0.193; number 26, H, carries 0.163; number 27, H, carries 0.227